ORCA calculation (the ωB97M-V functional and the def2-TZVPD basis) on a cluster of 16 separate species, C67H146O47 in total in a non-equilibrium geometry.

The geometry in ORCA input format:
```
! wB97M-V def2-TZVPD RIJCOSX def2/J DEFGRID3
* xyz 0 1
C 10.60 23.44 15.04
O 11.42 23.44 13.85
C 12.75 23.22 14.01
O 13.28 23.14 15.07
O 13.30 23.28 12.78
C 14.66 22.88 12.80
H 10.67 24.38 15.52
H 10.79 22.68 15.76
H 9.67 23.15 14.60
H 15.27 23.60 13.40
H 14.89 22.88 11.75
H 14.70 21.91 13.27
C 11.41 20.55 11.71
O 12.31 19.76 12.49
C 12.39 20.04 13.83
O 11.69 20.80 14.43
O 13.27 19.19 14.37
C 13.02 18.94 15.79
H 10.38 20.51 12.08
H 11.65 20.13 10.84
H 11.86 21.57 11.68
H 13.50 19.77 16.32
H 13.42 17.92 15.92
H 11.92 19.01 15.90
C 21.47 17.34 22.47
O 22.29 17.94 21.42
C 22.16 19.21 21.14
O 21.34 19.94 21.65
O 23.13 19.51 20.34
C 23.06 20.91 19.99
H 20.48 17.61 22.21
H 21.69 17.80 23.40
H 21.68 16.35 22.40
H 23.90 21.08 19.36
H 23.20 21.55 20.88
H 22.05 21.23 19.59
C 19.92 27.53 13.91
O 20.11 26.07 14.19
C 20.96 25.42 13.39
O 21.12 24.22 13.35
O 21.54 26.25 12.40
C 22.17 25.57 11.38
H 19.41 27.79 14.77
H 19.19 27.70 13.13
H 20.91 28.03 13.81
H 22.03 26.21 10.52
H 21.66 24.59 11.16
H 23.23 25.41 11.61
C 11.45 15.27 19.38
O 10.56 14.68 18.48
C 10.66 15.17 17.22
O 11.57 15.83 16.72
O 9.54 14.93 16.56
C 9.40 15.56 15.23
H 11.61 14.51 20.19
H 11.02 16.21 19.75
H 12.40 15.53 18.92
H 10.32 15.49 14.67
H 9.22 16.62 15.35
H 8.55 14.90 14.89
C 20.07 27.16 18.21
O 18.67 27.20 17.86
C 18.05 28.36 17.91
O 18.57 29.48 18.18
O 16.72 28.21 17.62
C 15.96 29.51 17.43
H 20.20 27.41 19.26
H 20.64 27.80 17.53
H 20.36 26.15 18.09
H 16.44 30.32 18.08
H 14.94 29.21 17.73
H 16.10 29.75 16.38
C 14.18 23.63 22.15
O 13.18 22.78 21.67
C 12.43 23.19 20.69
O 12.60 24.25 20.14
O 11.42 22.31 20.38
C 10.68 22.75 19.21
H 14.82 23.98 21.33
H 14.81 23.11 22.91
H 13.67 24.50 22.60
H 10.15 21.84 18.90
H 11.31 23.16 18.45
H 9.96 23.53 19.47
C 16.60 26.23 21.67
O 17.42 25.10 21.97
C 18.06 24.60 20.91
O 18.00 24.98 19.76
O 18.75 23.60 21.45
C 19.42 22.74 20.58
H 16.44 26.29 20.58
H 17.13 27.17 22.03
H 15.69 26.07 22.20
H 20.55 22.97 20.69
H 19.08 22.90 19.47
H 19.10 21.74 20.87
C 9.61 20.49 22.44
O 9.12 20.54 21.08
C 9.32 19.40 20.41
O 9.75 18.36 20.85
O 8.77 19.60 19.23
C 8.75 18.49 18.37
H 10.70 20.38 22.43
H 9.16 19.64 23.00
H 9.33 21.38 22.90
H 8.13 17.71 18.70
H 9.72 18.10 18.19
H 8.28 18.83 17.44
C 15.44 14.17 17.21
O 15.66 15.22 18.12
C 15.54 16.53 17.64
C 16.65 16.85 16.71
O 17.85 16.56 17.36
C 18.88 17.08 16.57
C 20.14 17.01 17.38
O 20.47 15.66 17.66
C 21.11 15.47 18.86
H 16.36 14.07 16.66
H 14.56 14.17 16.54
H 15.28 13.30 17.77
H 15.50 17.24 18.50
H 14.63 16.83 17.06
H 16.59 17.91 16.45
H 16.73 16.30 15.74
H 18.67 18.13 16.28
H 19.01 16.51 15.54
H 20.00 17.49 18.40
H 20.85 17.54 16.68
H 20.71 14.58 19.37
H 21.06 16.30 19.57
H 22.17 15.26 18.64
C 13.02 18.29 23.91
O 13.82 17.64 22.94
C 13.90 16.22 23.16
C 14.75 15.66 22.03
O 14.60 14.29 22.06
C 15.35 13.65 21.05
C 15.03 12.15 21.14
O 13.78 11.78 20.54
C 13.78 11.60 19.13
H 13.37 19.31 23.86
H 13.22 17.90 24.94
H 11.93 18.10 23.65
H 12.86 15.82 23.21
H 14.33 16.13 24.16
H 15.80 15.90 21.95
H 14.41 16.03 21.04
H 16.44 13.86 21.15
H 15.10 14.04 20.03
H 14.93 11.97 22.18
H 15.85 11.60 20.72
H 13.36 12.45 18.66
H 13.03 10.76 18.91
H 14.73 11.38 18.66
C 19.66 14.44 26.38
O 20.25 15.58 25.91
C 19.83 16.81 26.43
C 18.57 17.26 25.74
O 18.71 17.43 24.37
C 17.40 17.59 23.81
C 17.51 18.01 22.41
O 18.18 17.11 21.58
C 17.84 17.04 20.25
H 20.25 13.64 25.97
H 18.62 14.33 25.91
H 19.65 14.29 27.45
H 20.69 17.53 26.25
H 19.63 16.81 27.54
H 18.29 18.21 26.28
H 17.69 16.64 25.95
H 16.78 18.29 24.37
H 16.84 16.68 23.80
H 17.97 19.01 22.36
H 16.40 18.08 22.19
H 18.48 16.19 19.91
H 18.16 17.98 19.74
H 16.80 16.80 20.06
C 20.29 20.92 16.80
O 20.87 21.90 17.60
C 20.71 23.22 17.07
C 21.79 24.15 17.48
O 21.54 24.54 18.80
C 22.60 25.34 19.39
C 22.54 25.12 20.85
O 22.96 23.80 21.20
C 22.66 23.56 22.56
H 20.81 20.74 15.84
H 19.25 21.22 16.53
H 20.43 19.99 17.44
H 19.67 23.47 17.29
H 20.67 23.15 15.95
H 21.84 24.99 16.78
H 22.67 23.60 17.40
H 22.50 26.38 19.02
H 23.64 25.08 19.05
H 21.48 25.27 21.23
H 23.16 25.91 21.35
H 21.65 23.81 22.75
H 23.21 24.18 23.22
H 22.81 22.50 22.77
C 13.05 22.09 29.72
O 14.12 21.20 29.79
C 15.34 21.92 30.04
C 15.96 22.41 28.74
O 16.28 21.22 28.02
C 15.85 20.95 26.71
C 16.99 21.16 25.70
O 16.42 21.21 24.40
C 17.30 21.67 23.35
H 12.21 21.51 29.73
H 13.02 22.74 28.85
H 13.08 22.78 30.59
H 16.01 21.23 30.54
H 15.23 22.79 30.75
H 16.96 22.95 28.77
H 15.33 23.12 28.12
H 15.08 21.65 26.40
H 15.40 19.98 26.77
H 17.73 20.40 25.75
H 17.44 22.16 25.97
H 17.67 22.67 23.49
H 16.80 21.55 22.39
H 18.13 20.97 23.28
C 17.28 24.35 15.52
O 17.15 23.23 16.35
C 16.29 23.53 17.38
C 15.67 22.27 18.02
O 16.57 21.64 19.01
C 16.61 20.23 19.14
C 15.44 19.60 19.93
O 14.23 19.74 19.24
C 13.12 19.22 19.85
H 18.11 24.15 14.76
H 17.55 25.32 16.00
H 16.34 24.54 15.01
H 15.37 24.08 17.09
H 16.76 24.15 18.17
H 15.51 21.44 17.32
H 14.79 22.49 18.57
H 17.50 20.02 19.70
H 16.72 19.86 18.17
H 15.35 20.17 20.91
H 15.67 18.52 20.11
H 12.25 19.53 19.33
H 13.02 19.61 20.85
H 13.32 18.11 19.80
O 12.61 28.31 16.67
C 12.82 27.14 16.43
O 12.64 26.64 15.16
C 12.20 27.53 14.11
C 10.78 27.13 13.80
C 13.48 26.17 17.39
H 12.85 27.25 13.30
H 12.31 28.51 14.49
H 10.57 27.66 12.90
H 10.13 27.57 14.58
H 10.69 26.03 13.73
H 14.50 26.57 17.43
H 13.49 25.12 17.02
H 13.04 26.17 18.39
*
```

Values from the calculation:
Kohn-Sham gap   9.622 eV
Calculated total energy   -168063.983 eV
HOMO energy   -0.3379 hartree
Largest force on an atom   4.6 eV/Å